20
Properties=species:S:1:pos:R:3 method="wB97M-V/def2-TZVPD" homo_lumo_gap_ev=8.162 e_tot_ev=-11309.3750 homo_ev=-7.40 de_lowest_kcal_mol=116.1 lumo_ha=0.0281
C 1.59724 -1.28860 -0.45413
N 1.27877 0.00806 0.09701
C 1.94981 1.14722 -0.46380
N 0.73982 0.13575 1.38530
O 0.34126 -0.88117 1.93087
H 1.17883 -1.39903 -1.45566
H 1.17639 -2.04782 0.20952
H 2.67596 -1.44300 -0.51894
H 3.03269 1.00207 -0.50551
H 1.57903 1.30657 -1.47970
H 1.70068 2.02230 0.13371
C -2.44957 0.10365 1.07906
N -1.63880 0.73429 0.06407
N -1.41458 -0.15618 -1.04167
H -2.01293 -0.80733 1.50670
H -3.40553 -0.20115 0.64662
H -2.62547 0.80005 1.89624
H -0.69859 1.15456 0.31996
H -0.79142 0.25173 -1.74800
H -2.21359 -0.44195 -1.60167

---

9
Properties=species:S:1:pos:R:3 method="wB97M-V/def2-TZVPD" homo_lumo_gap_ev=10.183 e_tot_ev=-36535.2628 homo_ev=-10.67 de_lowest_kcal_mol=60.7 lumo_ha=-0.0178
C 0.50881 1.40934 0.84741
C 0.83722 0.18276 0.28698
N 0.12699 2.37319 1.34191
Si -0.63999 -0.92952 -0.33189
Cl -1.62236 0.22786 -1.55570
Cl -1.91428 -1.45102 1.15403
H 1.75826 -0.41478 0.54220
H 1.06615 0.62924 -1.32563
H -0.12079 -2.02707 -0.95931